1.
This record from the Open Molecules 2025 dataset describes one molecule with the formula C3H9NP2 at a distorted geometry. The level of theory is the ωB97M-V functional and the def2-TZVPD basis.

Last columns: bonded neighbours and bond lengths (Å).
Atoms and positions in Å:
1 C 2.31 -0.84 0.42  P5 1.742, H7 1.073, H8 1.088, H13 1.226
2 C -2.70 -0.34 0.61  P6 1.703, H9 1.123, H10 1.116
3 C -0.08 1.33 -0.06  P5 1.833, P6 1.848, H11 1.133, H12 1.123
4 N 0.00 -1.02 -0.53  P5 1.650, P6 1.742
5 P 1.20 0.11 -0.53  C1 1.742, C3 1.833, N4 1.650, P6 2.580, H14 1.436
6 P -1.37 0.05 -0.39  C2 1.703, C3 1.848, N4 1.742, P5 2.580, H15 1.474
7 H 3.26 -1.17 0.05  C1 1.073
8 H 2.25 -0.53 1.46  C1 1.088
9 H -2.78 -1.28 1.22  C2 1.123
10 H -3.57 0.36 0.54  C2 1.116
11 H 0.14 1.54 1.04  C3 1.133
12 H -0.19 2.33 -0.55  C3 1.123
13 H 1.71 -1.89 0.24  C1 1.226
14 H 1.49 0.67 -1.82  P5 1.436
15 H -1.67 0.68 -1.69  P6 1.474

Highest occupied orbital energy ... -0.259 Ha
Molar mass ... 121.06 g mol⁻¹
Total charge ... 0
Lowest unoccupied orbital energy ... 0.4 eV
Energy ... -857.00841 a.u.
Maximum force ... 4.9 eV Å⁻¹

natural (NBO) analysis output, partial charges in e: C -1.021; C -1.217; C -1.080; N -1.324; P 1.437; P 1.464; H 0.264; H 0.269; H 0.261; H 0.241; H 0.255; H 0.254; H 0.334; H -0.044; H -0.093

***

2.
This record from the Open Molecules 2025 dataset describes a 2-piece molecular cluster, C5H10O2 overall at a distorted geometry. The level of theory is the ωB97M-V functional and the def2-TZVPD basis.

Last columns: bonded neighbours and bond lengths (Å).
Atoms and positions in Å:
1 C -0.35 -1.72 -1.86  C2 1.521, H6 1.113, H7 1.010, H8 1.106
2 C 0.76 -0.93 -1.17  C1 1.521, C3 1.576, H9 1.082, H10 1.093
3 C 0.55 0.62 -1.30  C2 1.576, O4 1.193, O5 1.349
4 O 1.33 1.38 -1.80  C3 1.193
5 O -0.72 0.94 -0.98  C3 1.349, H11 0.962
6 H -0.18 -2.81 -1.69  C1 1.113
7 H -0.45 -1.47 -2.83  C1 1.010
8 H -1.23 -1.44 -1.25  C1 1.106
9 H 1.74 -1.27 -1.46  C2 1.082
10 H 0.77 -1.09 -0.09  C2 1.093
11 H -0.68 1.90 -1.01  O5 0.962
12 C -0.93 1.27 2.56  C13 1.353, H14 1.131, H15 1.061
13 C 0.33 0.77 2.56  C12 1.353, H16 1.085, H17 1.083
14 H -1.73 0.67 3.08  C12 1.131
15 H -1.12 2.14 1.98  C12 1.061
16 H 0.66 -0.05 3.18  C13 1.085
17 H 1.25 1.08 2.07  C13 1.083

Highest occupied orbital energy ... -0.374 Ha
Molar mass ... 102.13 g mol⁻¹
Total charge ... 0
Lowest unoccupied orbital energy ... 0.8 eV
SMILES ... CCC(=O)O.C=C
Energy ... -346.94981 a.u.
Maximum force ... 4.7 eV Å⁻¹

natural (NBO) analysis output, partial charges in e: C -0.595; C -0.500; C 0.797; O -0.588; O -0.683; H 0.212; H 0.206; H 0.219; H 0.221; H 0.221; H 0.490; C -0.390; C -0.393; H 0.210; H 0.195; H 0.184; H 0.195

***

3.
This record from the Open Molecules 2025 dataset describes one molecule with the formula C2HCl2F at a distorted geometry. The level of theory is the ωB97M-V functional and the def2-TZVPD basis.

Last columns: bonded neighbours and bond lengths (Å).
Atoms and positions in Å:
1 F -1.64 -0.17 -0.60  C2 1.274
2 C -0.42 0.15 -0.45  F1 1.274, Cl3 1.726, C4 1.365
3 Cl 0.05 1.22 -1.72  C2 1.726
4 C 0.49 -0.09 0.54  C2 1.365, Cl5 1.794, H6 1.065
5 Cl 0.00 -1.26 1.81  C4 1.794
6 H 1.52 0.15 0.42  C4 1.065

Highest occupied orbital energy ... -0.353 Ha
Molar mass ... 114.93 g mol⁻¹
Total charge ... 0
Lowest unoccupied orbital energy ... 0.8 eV
SMILES ... F/C(Cl)=C\Cl
Energy ... -1097.01753 a.u.
Maximum force ... 4.0 eV Å⁻¹

natural (NBO) analysis output, partial charges in e: F -0.269; C 0.361; Cl 0.002; C -0.315; Cl -0.022; H 0.243

***

Please write out number 1 again, unchanged.
This record from the Open Molecules 2025 dataset describes one molecule with the formula C3H9NP2 at a distorted geometry. The level of theory is the ωB97M-V functional and the def2-TZVPD basis.

Last columns: bonded neighbours and bond lengths (Å).
Atoms and positions in Å:
1 C 2.31 -0.84 0.42  P5 1.742, H7 1.073, H8 1.088, H13 1.226
2 C -2.70 -0.34 0.61  P6 1.703, H9 1.123, H10 1.116
3 C -0.08 1.33 -0.06  P5 1.833, P6 1.848, H11 1.133, H12 1.123
4 N 0.00 -1.02 -0.53  P5 1.650, P6 1.742
5 P 1.20 0.11 -0.53  C1 1.742, C3 1.833, N4 1.650, P6 2.580, H14 1.436
6 P -1.37 0.05 -0.39  C2 1.703, C3 1.848, N4 1.742, P5 2.580, H15 1.474
7 H 3.26 -1.17 0.05  C1 1.073
8 H 2.25 -0.53 1.46  C1 1.088
9 H -2.78 -1.28 1.22  C2 1.123
10 H -3.57 0.36 0.54  C2 1.116
11 H 0.14 1.54 1.04  C3 1.133
12 H -0.19 2.33 -0.55  C3 1.123
13 H 1.71 -1.89 0.24  C1 1.226
14 H 1.49 0.67 -1.82  P5 1.436
15 H -1.67 0.68 -1.69  P6 1.474

Highest occupied orbital energy ... -0.259 Ha
Molar mass ... 121.06 g mol⁻¹
Total charge ... 0
Lowest unoccupied orbital energy ... 0.4 eV
Energy ... -857.00841 a.u.
Maximum force ... 4.9 eV Å⁻¹

natural (NBO) analysis output, partial charges in e: C -1.021; C -1.217; C -1.080; N -1.324; P 1.437; P 1.464; H 0.264; H 0.269; H 0.261; H 0.241; H 0.255; H 0.254; H 0.334; H -0.044; H -0.093